DFT (the ωB97M-V functional and the def2-TZVPD basis) results for a cluster of 2 separate species, C4H8NO2 in total at a distorted geometry.

CARTESIAN COORDINATES (ANGSTROEM)
1 O 2.8550 -0.5212 1.6947
2 H 3.0551 0.9901 0.2405
3 O -0.8592 0.8660 -2.6629
4 H -0.7607 1.6992 -0.7534
5 H -0.9520 -1.8498 0.9458
6 C 2.4550 0.0902 0.5626
7 C -0.6441 -0.3792 -0.5984
8 C -1.1839 -0.8345 0.6140
9 H 2.3760 -0.5492 -0.3555
10 H -2.2866 0.8685 -1.1928
11 H -0.1247 -1.0783 -1.2468
12 N -1.9328 -0.0755 1.3659
13 H 1.4235 0.5443 0.5468
14 H -2.2358 -0.6114 2.1791
15 C -1.1851 0.8409 -1.3395

Total energy ... -362.23222 Eh
Lowest unoccupied orbital energy (alpha / beta) ... 6.78 / 6.73 eV
Charge ... -2
Highest occupied orbital energy (alpha / beta) ... 0.88 / 0.90 eV
Spin multiplicity ... 2
Gap between HOMO and LUMO (alpha / beta) ... 5.899 / 5.823 eV
ΔE to the lowest compared entry with this formula, charge and spin ... 85.6 kcal per mole
F_max ... 1.6 eV/A
Expectation value of S² ... 0.7675